[1]
Below is 3 unconnected molecules or ions with the total composition C4H12NO at a distorted geometry, with properties calculated with ωB97M-V/def2-TZVPD.

- total charge = +1
- DFT total energy (eV) = -7870.124
- ΔE to the lowest compared entry with this formula, charge and spin (kcal per mole) = 96.09
- spin multiplicity = 1

Geometry (Å):
C1 2.90187 -0.76711 0.69075
C2 2.05314 -0.01629 -0.24228
C3 0.86325 0.59903 0.03029
C4 0.13477 1.47781 -0.76237
N1 -3.44162 -0.18329 1.23685
H1 2.62441 -0.84442 1.74358
H2 2.91253 -1.79580 0.31025
H3 2.43703 -0.00585 -1.26661
H4 3.94678 -0.44720 0.60672
H5 0.56060 0.64873 1.07715
H6 -0.20049 2.33855 -0.18406
H7 0.44212 1.70725 -1.79025
H8 -4.33162 0.26571 1.08735
H9 -3.51746 -1.03069 1.78349
H10 -2.89336 -0.27906 0.39982
H11 -1.03694 0.07075 -1.34937
H12 -1.89970 -1.00499 -2.11451
O1 -1.55530 -0.73314 -1.25678

Listed below, in e, are the natural (NBO) charges computed for each atom:
1 C -0.72
2 C 0.25
3 C -0.33
4 C -0.07
5 N -1.12
6 H 0.27
7 H 0.31
8 H 0.23
9 H 0.29
10 H 0.25
11 H 0.26
12 H 0.24
13 H 0.37
14 H 0.37
15 H 0.37
16 H 0.44
17 H 0.50
18 O -0.91



[2]
Below is 2 unconnected molecules or ions with the total composition C4H12NO at a distorted geometry, with properties calculated with ωB97M-V/def2-TZVPD.

- total charge = +1
- DFT total energy (eV) = -7873.229
- ΔE to the lowest compared entry with this formula, charge and spin (kcal per mole) = 24.49
- spin multiplicity = 1

Geometry (Å):
C1 1.97083 -1.66424 1.04816
C2 0.82285 -1.92824 0.05935
C3 0.00391 -0.69140 -0.15771
C4 0.46090 0.29668 -0.91106
N1 -0.19771 1.60961 -0.90003
H1 2.62101 -0.84142 0.76277
H2 1.51646 -1.42030 2.00953
H3 2.46808 -2.62349 1.19486
H4 1.24441 -2.20950 -0.90238
H5 0.22918 -2.73756 0.46667
H6 -0.98750 -0.63287 0.27581
H7 1.22861 0.18636 -1.65921
H8 -1.08046 1.62942 -0.32394
H9 -0.52545 1.88140 -1.82703
H10 0.38140 2.34073 -0.47715
H11 -2.97948 0.92796 0.83644
H12 -2.97319 2.45854 1.00479
O1 -2.45658 1.72174 0.65790

Listed below, in e, are the natural (NBO) charges computed for each atom:
1 C -0.59
2 C -0.45
3 C -0.09
4 C -0.11
5 N -0.71
6 H 0.21
7 H 0.21
8 H 0.23
9 H 0.22
10 H 0.23
11 H 0.21
12 H 0.23
13 H 0.47
14 H 0.43
15 H 0.44
16 H 0.50
17 H 0.51
18 O -0.97



Values for frontier orbital gap, eV, ordered as above
4.29; 10.98